Record 1
Computed, not measured: a single C5H4FNS molecule, with ωB97M-V/def2-TZVPD.

For the energy above the lowest of the compared OMol25 structures with the same formula, charge and spin, the calculation gives 0.00 kJ/mol. The orbital gap comes out at 0.3604 hartree. For the highest occupied orbital energy, the calculation gives -8.98 eV. The SMILES is Fc1ccnc(S)c1.

```
! wB97M-V def2-TZVPD RIJCOSX def2/J DEFGRID3
* xyz 0 1
C 1.1502 -0.0680 -0.0076
C 0.1321 -1.0328 -0.0106
C -1.1632 -0.5783 -0.0031
C -1.4438 0.7749 0.0013
C -0.3593 1.6455 0.0018
H 2.6979 -1.8035 0.0170
H 0.3553 -2.1075 0.0088
H -2.4702 1.1394 0.0027
H -0.5225 2.7361 -0.0068
N 0.9141 1.2382 -0.0032
F -2.1594 -1.4695 0.0000
S 2.8689 -0.4747 -0.0003
*
```

Atomic partial charges in e from the natural (NBO) method, atoms 1 to 5: 0.091, -0.352, 0.443, -0.350, 0.070



Record 2
Computed, not measured: 2 unconnected molecules or ions with the total composition C13H16Cl3FO5, with ωB97M-V/def2-TZVPD.

The orbital gap comes out at 0.3477 hartree. For the highest occupied orbital energy, the calculation gives -10.50 eV. The SMILES is CCC(=O)OCCC1=C(CCCF)C(=O)OC1=O.ClC(Cl)Cl.

```
! wB97M-V def2-TZVPD RIJCOSX def2/J DEFGRID3
* xyz 0 1
C 2.6431 -2.0077 -0.2554
C 3.1078 -0.5311 0.1800
C 2.2148 0.1100 1.3696
O 1.7944 -0.6696 2.2603
O 2.0313 1.5195 1.3187
C 0.8168 1.9685 1.9782
C 0.1101 3.0892 1.0109
C -0.1283 2.3691 -0.4057
C -1.1473 1.4219 -0.7029
C -2.3394 0.8265 0.1826
C -1.9431 -0.4026 1.1366
C -3.0436 -1.5672 1.2364
F -4.3465 -1.2135 0.7295
C -0.8332 1.1038 -2.2679
O -1.4666 0.2257 -2.9305
O 0.2044 1.9636 -2.7978
C 0.7998 2.6665 -1.6843
O 1.8252 3.3888 -1.7477
H 1.7506 -2.4237 0.3303
H 3.5342 -2.7197 -0.1713
H 2.3771 -1.9719 -1.3822
H 4.1847 -0.6096 0.5561
H 3.1051 0.1660 -0.7292
H 0.0254 1.1633 2.1420
H 1.0501 2.4596 2.9971
H 0.8679 3.9539 0.8828
H -0.8603 3.4952 1.4727
H -2.6991 1.6826 0.8741
H -3.2166 0.6124 -0.5288
H -0.9117 -0.8610 0.9011
H -1.8312 0.0374 2.2037
H -3.1875 -1.8481 2.3502
H -2.6500 -2.4888 0.6851
C -0.4819 -2.9827 -2.2630
Cl 0.1143 -4.6304 -2.5123
Cl -0.2567 -2.4741 -0.5907
Cl 0.3343 -1.8540 -3.3463
H -1.5482 -2.9676 -2.4819
*
```

Atomic partial charges in e from the natural (NBO) method, atoms 1 to 5: -0.623, -0.515, 0.811, -0.598, -0.531



Record 3
Computed, not measured: a single C7H9NO molecule, with ωB97M-V/def2-TZVPD.

For the energy above the lowest of the compared OMol25 structures with the same formula, charge and spin, the calculation gives 554.83 kJ/mol. The orbital gap (spin up / spin down) comes out at 0.2748 / 0.2750 hartree. For the highest occupied orbital energy (spin up / spin down), the calculation gives -6.58 / -6.59 eV.

```
! wB97M-V def2-TZVPD RIJCOSX def2/J DEFGRID3
* xyz 0 1
C 0.0983 -1.9282 0.2626
C -0.4393 -1.6363 -1.0728
C 1.2203 -0.9055 0.6928
C 1.7195 0.6175 -1.0263
C -0.2163 -0.6209 0.9863
C -0.8111 0.2478 -0.0093
C -1.5275 1.5975 0.3877
N 2.0281 -0.2545 -0.1509
O -0.8110 -0.3341 -1.1377
H 0.2040 -2.9244 0.5866
H -0.5327 -2.2506 -1.9249
H 1.6984 -1.3946 1.5331
H 0.7999 1.1681 -1.0438
H 2.5601 0.9637 -1.5022
H -0.4744 -0.5120 2.0114
H -0.9935 2.3809 -0.1344
H -1.7419 1.6944 1.4737
H -2.5246 1.5780 -0.0722
*
```

Atomic partial charges in e from the natural (NBO) method, atoms 1 to 5: -0.256, -0.036, -0.095, -0.119, -0.308



Record 4
Computed, not measured: a molecular structure, C22H21IrN4O2S2, with ωB97M-V/def2-TZVPD.

For the energy above the lowest of the compared OMol25 structures with the same formula, charge and spin, the calculation gives 21.41 kJ/mol. The orbital gap comes out at 0.2641 hartree. For the highest occupied orbital energy, the calculation gives -14.74 eV.

```
! wB97M-V def2-TZVPD RIJCOSX def2/J DEFGRID3
* xyz 2 1
Ir -0.2882 -1.8748 -0.0073
O -0.5564 -3.9511 0.0902
C -1.3128 -4.2936 1.3000
C -1.0176 -3.2989 2.3874
C -1.1325 -3.6259 3.7213
C -0.9433 -2.6311 4.6711
C -0.6312 -1.3458 4.2554
C -0.5158 -1.0855 2.9055
N -0.7100 -2.0460 1.9868
H -1.0268 -4.3442 -0.6630
H -1.0545 -5.3078 1.5944
H -2.3774 -4.2406 1.0571
H -1.3698 -4.6394 4.0151
H -1.0339 -2.8618 5.7239
H -0.4729 -0.5489 4.9673
H -0.2651 -0.1070 2.5230
N 1.3928 -2.9873 -2.1362
C 1.9846 -2.8707 -3.3345
C 1.5283 -1.7053 -3.9034
C 0.6482 -1.1589 -2.9698
N 0.5650 -1.9363 -1.8911
H 1.5118 -3.7211 -1.4575
H 2.6761 -3.6163 -3.6907
H 1.7876 -1.3006 -4.8653
H 0.0836 -0.2483 -3.0444
S -2.4424 -1.8078 -0.7583
C -2.3685 -0.7673 -2.0707
N -2.3469 -0.0629 -2.9854
O 0.1208 0.0740 0.2620
S -0.6144 1.3185 -0.3492
C -0.5099 2.5023 0.9515
C 0.6833 2.7404 1.6319
C 0.6928 3.7004 2.6252
C -0.4672 4.4176 2.9161
C -1.6442 4.1721 2.2281
C -1.6750 3.1987 1.2372
C 0.4837 1.9220 -1.5922
C -0.1115 2.5594 -2.6717
C 0.7041 3.0582 -3.6782
C 2.0800 2.8989 -3.5978
C 2.6571 2.2413 -2.5147
C 1.8599 1.7476 -1.4968
H 1.5848 2.1934 1.3887
H 1.6066 3.9042 3.1667
H -0.4446 5.1768 3.6865
H -2.5396 4.7317 2.4601
H -2.5897 2.9874 0.6968
H -1.1893 2.6526 -2.7364
H 0.2606 3.5620 -4.5259
H 2.7117 3.2864 -4.3859
H 3.7305 2.1180 -2.4644
H 2.2973 1.2216 -0.6585
*
```

Atomic partial charges in e from the natural (NBO) method, atoms 1 to 5: 1.053, -0.678, -0.109, 0.180, -0.211



Record 5
Computed, not measured: a single C5H9N3 molecule, with ωB97M-V/def2-TZVPD.

For the energy above the lowest of the compared OMol25 structures with the same formula, charge and spin, the calculation gives 410.74 kJ/mol. The orbital gap comes out at 0.3062 hartree. For the highest occupied orbital energy, the calculation gives -7.66 eV. The SMILES is C=N/N=C/C(C)=C\N.

```
! wB97M-V def2-TZVPD RIJCOSX def2/J DEFGRID3
* xyz 0 1
C 1.4613 1.8547 -1.4666
C 1.0953 0.7528 -0.5509
C 1.9147 -0.3605 -0.2184
C -0.2550 0.5229 -0.2865
C -2.9804 -0.7311 1.2187
H 0.5061 1.9742 -2.1831
H 2.3441 1.4412 -1.8397
H 1.8270 2.8425 -1.0368
H 2.8972 -0.5009 -0.8910
H 2.2210 -2.2134 0.3883
H 0.5044 -1.4741 0.7009
H -1.1983 1.1935 -0.5906
H -4.0918 -0.6875 1.0500
H -2.3991 -1.4942 1.9353
N 1.5796 -1.3465 0.5486
N -0.8168 -0.4446 0.4513
N -2.1951 -0.1109 0.4699
*
```

Atomic partial charges in e from the natural (NBO) method, atoms 1 to 5: -0.602, -0.273, 0.159, 0.107, -0.114



Record 6
Computed, not measured: a molecular structure, C14H27O2OsPS2Si, with ωB97M-V/def2-TZVPD.

The orbital gap (spin up / spin down) comes out at 0.2577 / 0.2611 hartree. For the highest occupied orbital energy (spin up / spin down), the calculation gives -11.74 / -11.52 eV.

```
! wB97M-V def2-TZVPD RIJCOSX def2/J DEFGRID3
* xyz 1 2
Os 0.6498 -0.4949 -0.3773
C 2.4387 -2.2357 -1.0112
C 2.7789 -1.0029 -1.6081
C 2.4186 -0.7659 -2.9439
C 1.7350 -1.7307 -3.6653
C 1.3910 -2.9405 -3.0683
C 1.7326 -3.1937 -1.7490
H 2.8190 -2.4848 -0.0299
H 3.4428 -0.3136 -1.1020
H 2.7150 0.1564 -3.4256
H 1.4860 -1.5464 -4.7020
H 0.8669 -3.6924 -3.6436
H 1.4975 -4.1510 -1.3037
C 0.7189 0.2177 5.4533
C 1.9688 0.7941 4.8248
O 1.8407 1.1554 3.4144
P 0.9120 0.6212 2.2880
S 1.4451 1.6420 0.6226
S 0.9894 -1.3801 1.9365
O -0.5526 1.0323 2.7351
C -1.7719 0.4743 2.1999
C -2.4273 -0.4334 3.2164
H 0.8946 0.0804 6.5196
H 0.4749 -0.7536 5.0201
H -0.1247 0.8921 5.3293
H 2.7991 0.0926 4.8897
H 2.2607 1.7236 5.3067
H -1.5555 -0.0670 1.2716
H -2.4137 1.3194 1.9608
H -1.7970 -1.2959 3.4339
H -3.3814 -0.7873 2.8266
H -2.6073 0.1131 4.1416
C -2.6777 0.8919 -3.7022
Si -1.4015 1.1064 -2.3287
C 0.2059 1.8544 -2.9926
C -2.1291 2.1968 -0.9744
C -1.0022 -0.6450 -1.6632
H -3.0593 1.8707 -3.9994
H -3.5221 0.2908 -3.3618
H -2.2486 0.4118 -4.5829
H 0.0808 2.9216 -3.1864
H 0.5148 1.3839 -3.9282
H 1.0277 1.7509 -2.2800
H -2.4525 3.1487 -1.4008
H -1.3961 2.4200 -0.1961
H -3.0057 1.7395 -0.5105
H -1.8566 -1.0950 -1.1511
H -0.7225 -1.2921 -2.5027
*
```

Atomic partial charges in e from the Mulliken method, atoms 1 to 5: 0.554, -0.689, -0.617, -0.296, -0.465



no.,largest force on an atom (eV/A)
1,0.81
2,6.31
3,4.28
4,0.48
5,5.40
6,2.00